(1)
Here is a structure of composition C4H6N2O from OMol25. Energies are from ωB97M-V with the def2-TZVPD basis set.

E_HOMO = -7.85 eV
net charge = 0
multiplicity = 1
gap between HOMO and LUMO = 8.5 eV

Positions of all 13 atoms, in Å:
1 N 1.448 1.691 0.413
2 C 0.615 0.763 -0.038
3 C -0.511 0.794 0.890
4 N -1.073 -0.536 0.730
5 C -0.484 -1.122 -0.324
6 O -0.890 -2.358 -0.650
7 C 0.533 -0.357 -0.896
8 H 2.127 2.142 -0.195
9 H 0.556 1.674 1.413
10 H -1.243 1.552 0.584
11 H -1.935 -0.877 1.124
12 H -0.384 -2.657 -1.417
13 H 1.242 -0.709 -1.634

Results of the Mulliken charge analysis, in e, for atoms 1 through 6: N -0.520; C 0.435; C -0.640; N -0.129; C 0.452; O -0.489

***

(2)
Here is a structure of composition C14H7F5O5ReS from OMol25. Energies are from ωB97M-V with the def2-TZVPD basis set.

E_HOMO (alpha / beta) = -15.51 / -15.64 eV
net charge = +2
multiplicity = 2
gap between HOMO and LUMO (alpha / beta) = 5.6 / 6.4 eV

Positions of all 33 atoms, in Å:
1 Re 1.075 -0.832 0.279
2 F -0.115 -0.229 -6.263
3 C 0.017 -0.769 -5.081
4 C 0.127 0.058 -3.959
5 F 0.091 1.369 -4.068
6 C 0.269 -0.557 -2.744
7 F 0.361 0.216 -1.591
8 C 0.312 -1.926 -2.574
9 S 0.399 -2.546 -0.933
10 C 0.192 -2.735 -3.699
11 F 0.220 -4.045 -3.580
12 C 0.050 -2.154 -4.952
13 F -0.050 -2.909 -6.019
14 O 2.141 -1.088 4.088
15 C 1.597 -0.847 3.078
16 O 2.057 -1.326 1.823
17 C 0.392 0.031 2.871
18 C -0.373 -0.196 1.680
19 C -1.518 0.623 1.387
20 C -1.763 1.649 2.240
21 O -2.736 2.568 2.200
22 C -2.582 3.409 3.352
23 O -1.418 2.894 4.056
24 C -0.967 1.867 3.387
25 C 0.127 1.071 3.721
26 H -0.534 -1.286 1.336
27 H -2.179 0.406 0.558
28 H -3.451 3.326 3.999
29 H -2.387 4.434 3.050
30 H 0.733 1.256 4.598
31 O 2.925 -0.611 -0.774
32 H 3.422 0.220 -0.720
33 H 3.565 -1.342 -0.745

Results of the Mulliken charge analysis, in e, for atoms 1 through 6: Re 0.958; F -0.223; C 0.699; C -0.220; F -0.235; C 0.545

***

(3)
Here is the ion C5H9N2O with charge +1 from OMol25. Energies are from ωB97M-V with the def2-TZVPD basis set.

E_HOMO = -15.15 eV
net charge = +1
multiplicity = 1
gap between HOMO and LUMO = 10.8 eV

Positions of all 17 atoms, in Å:
1 C -1.710 -0.220 -0.067
2 C 1.909 -0.293 0.934
3 C 2.157 -0.270 -0.611
4 C -0.006 1.331 -0.285
5 C 0.892 0.139 -0.004
6 N -0.757 -1.050 -0.303
7 N -2.978 -0.448 0.152
8 O -1.326 1.092 0.158
9 H 1.713 -1.221 1.476
10 H 2.205 0.506 1.571
11 H 2.819 0.439 -0.823
12 H 2.309 -1.223 -1.128
13 H 0.248 2.152 0.361
14 H 0.107 1.609 -1.298
15 H -0.677 -1.996 -0.112
16 H -3.447 -0.935 -0.555
17 H -3.457 0.387 0.533

Results of the Mulliken charge analysis, in e, for atoms 1 through 6: C 0.516; C -0.552; C -0.770; C -0.413; C 0.834; N -0.428

***

(4)
Here is an isolated molecule of C5H6O2 from OMol25. Energies are from ωB97M-V with the def2-TZVPD basis set.

E_HOMO = -8.35 eV
net charge = 0
multiplicity = 1
gap between HOMO and LUMO = 8.2 eV

Positions of all 13 atoms, in Å:
1 C -0.977 1.211 0.529
2 O -0.445 1.321 -0.777
3 C 0.609 0.416 -0.890
4 C 0.896 -0.092 0.457
5 O -0.089 0.400 1.305
6 C -0.909 -1.462 -0.075
7 C 0.362 -1.073 -0.642
8 H -1.959 0.733 0.475
9 H -1.009 2.188 1.017
10 H 1.386 0.735 -1.574
11 H 1.871 -0.176 0.932
12 H -0.753 -2.438 0.407
13 H 1.093 -1.769 -1.058

Results of the Mulliken charge analysis, in e, for atoms 1 through 6: C -0.287; O -0.381; C -0.080; C -0.070; O -0.390; C -0.590

***

(5)
Here is a cluster of 2 separate species, CH2N2OS2 in total from OMol25. Energies are from ωB97M-V with the def2-TZVPD basis set.

E_HOMO = -9.10 eV
net charge = 0
multiplicity = 1
gap between HOMO and LUMO = 7.6 eV

Positions of all 8 atoms, in Å:
1 C -0.904 -0.340 0.155
2 N -1.425 0.715 -0.408
3 N -1.927 1.644 -0.859
4 O 1.974 1.248 0.457
5 S 2.433 -1.195 -0.719
6 S 1.659 -0.138 0.675
7 H -0.730 -1.310 -0.449
8 H -1.080 -0.624 1.147

Results of the Mulliken charge analysis, in e, for atoms 1 through 6: C -0.650; N 0.538; N -0.513; O -0.408; S -0.202; S 0.514

***

(6)
Here is a structure of composition C36H31CoN4O5P from OMol25. Energies are from ωB97M-V with the def2-TZVPD basis set.

E_HOMO (alpha / beta) = -7.30 / -8.20 eV
net charge = 0
multiplicity = 2
gap between HOMO and LUMO (alpha / beta) = 7.7 / 8.6 eV

Positions of all 78 atoms, in Å:
1 Co -0.519 0.765 -1.578
2 O 1.328 1.132 -1.869
3 N 1.665 2.378 -1.791
4 N 0.676 3.153 -1.684
5 O -0.562 2.730 -1.680
6 C 0.907 4.567 -1.517
7 C 2.197 5.058 -1.391
8 C 2.370 6.417 -1.192
9 C 1.272 7.266 -1.117
10 C -0.008 6.750 -1.248
11 C -0.201 5.390 -1.449
12 H 3.042 4.387 -1.439
13 H 3.371 6.815 -1.090
14 H 1.416 8.327 -0.959
15 H -0.868 7.405 -1.195
16 H -1.186 4.960 -1.545
17 O -4.324 -0.460 -1.438
18 C -3.349 0.139 -1.014
19 O -2.332 0.436 -1.742
20 C -3.404 0.602 0.447
21 C -4.691 0.706 0.980
22 C -4.902 1.080 2.292
23 C -3.818 1.327 3.127
24 C -2.538 1.212 2.622
25 C -2.317 0.877 1.283
26 P -0.600 0.681 0.715
27 C 0.309 2.121 1.369
28 C 1.703 2.072 1.423
29 C 2.440 3.200 1.747
30 C 1.796 4.403 2.002
31 C 0.414 4.470 1.922
32 C -0.326 3.339 1.604
33 C -0.060 -0.748 1.717
34 C -0.549 -1.994 1.322
35 C -0.241 -3.131 2.053
36 C 0.575 -3.040 3.173
37 C 1.062 -1.805 3.572
38 C 0.737 -0.661 2.854
39 H -5.518 0.469 0.326
40 H -5.912 1.164 2.674
41 H -3.971 1.598 4.164
42 H -1.690 1.384 3.275
43 H 2.219 1.146 1.194
44 H 3.521 3.142 1.786
45 H 2.371 5.287 2.246
46 H -0.094 5.411 2.093
47 H -1.402 3.411 1.522
48 H -1.188 -2.072 0.449
49 H -0.645 -4.086 1.746
50 H 0.820 -3.929 3.741
51 H 1.685 -1.724 4.454
52 H 1.104 0.300 3.190
53 C 2.419 -5.027 -2.288
54 N 1.923 -3.938 -1.448
55 N 0.738 -3.348 -1.890
56 C 0.815 -1.974 -1.711
57 O -0.163 -1.248 -1.916
58 C 2.146 -1.710 -1.236
59 C 2.771 -2.902 -1.122
60 C 4.181 -3.194 -0.746
61 C -0.471 -4.096 -1.842
62 C -1.589 -3.629 -2.527
63 C -2.779 -4.334 -2.437
64 C -2.856 -5.510 -1.705
65 C -1.730 -5.977 -1.044
66 C -0.539 -5.269 -1.098
67 H 1.588 -5.677 -2.544
68 H 3.147 -5.604 -1.722
69 H 2.875 -4.651 -3.207
70 H 2.535 -0.729 -1.029
71 H 4.668 -2.280 -0.415
72 H 4.743 -3.591 -1.594
73 H 4.224 -3.927 0.060
74 H -1.536 -2.711 -3.090
75 H -3.653 -3.947 -2.944
76 H -3.789 -6.055 -1.646
77 H -1.778 -6.890 -0.464
78 H 0.327 -5.611 -0.547

Results of the Mulliken charge analysis, in e, for atoms 1 through 6: Co 0.525; O -0.387; N -0.808; N 1.430; O -0.852; C 0.352

***

(7)
Here is a structure of composition C26H14Cl2F3IN3O5STi from OMol25. Energies are from ωB97M-V with the def2-TZVPD basis set.

E_HOMO = -11.01 eV
net charge = +1
multiplicity = 1
gap between HOMO and LUMO = 7.0 eV

Positions of all 56 atoms, in Å:
1 Ti 0.127 -0.303 -0.725
2 Cl -6.485 1.113 2.134
3 C -4.994 0.515 1.503
4 C -4.963 -0.729 0.867
5 C -3.783 -1.226 0.354
6 C -2.613 -0.474 0.454
7 O -1.475 -0.932 -0.062
8 C -2.641 0.772 1.101
9 C -1.414 1.483 1.350
10 N -0.289 1.213 0.795
11 C 0.896 1.787 1.330
12 C 1.057 3.067 1.774
13 C 2.280 3.441 2.376
14 C 3.287 2.531 2.538
15 C 3.138 1.204 2.066
16 C 4.123 0.197 2.196
17 C 3.877 -1.046 1.695
18 C 2.672 -1.289 1.006
19 N 1.733 -0.379 0.862
20 C 1.945 0.850 1.424
21 C -3.842 1.252 1.640
22 H -5.877 -1.302 0.784
23 H -3.746 -2.190 -0.135
24 H -1.436 2.245 2.129
25 H 0.263 3.794 1.662
26 H 2.408 4.458 2.719
27 H 4.214 2.814 3.019
28 H 5.058 0.424 2.694
29 H 4.597 -1.846 1.782
30 H 2.496 -2.248 0.544
31 H -3.864 2.202 2.160
32 Cl -0.182 4.777 -5.500
33 C 0.314 3.614 -4.323
34 C 1.644 3.434 -4.065
35 C 2.084 2.485 -3.112
36 I 4.104 2.219 -2.738
37 C 1.162 1.749 -2.422
38 O 1.424 0.803 -1.517
39 C -0.211 1.932 -2.690
40 N -1.036 1.107 -1.984
41 C -2.325 1.140 -2.253
42 C -2.878 2.036 -3.183
43 C -2.061 2.893 -3.869
44 C -0.670 2.847 -3.645
45 H 2.373 4.022 -4.605
46 H -2.958 0.436 -1.734
47 H -3.945 2.025 -3.351
48 H -2.465 3.586 -4.594
49 F -1.626 -3.547 -1.415
50 C -0.640 -3.857 -2.250
51 F -1.140 -4.113 -3.448
52 F 0.011 -4.917 -1.791
53 S 0.548 -2.453 -2.391
54 O 0.966 -2.185 -0.967
55 O 1.561 -2.859 -3.287
56 O -0.254 -1.265 -2.701

Results of the Mulliken charge analysis, in e, for atoms 1 through 6: Ti -0.513; Cl -0.190; C 0.072; C -0.659; C -0.407; C -0.282

***

Result set for energy above the lowest of the compared OMol25 structures with the same formula, charge and spin: 90.9, 0.0, 79.5, 136.9, 45.7, 2.9, 0.0 kcal/mol, one per record in the order listed.